# 1
Computed, not measured: a structure of composition C37H41ClI2N7O6SSr, with ωB97M-V with the def2-TZVPD basis set.

Output
- Kohn-Sham gap (eV) = 7.1
- highest occupied orbital energy (eV) = -4.997
- max |F| (eV/Å) = 2.52

ORCA input file:
```
! wB97M-V def2-TZVPD RIJCOSX def2/J DEFGRID3
* xyz -1 1
Sr -0.131 -0.116 -2.775
O 3.148 -2.442 -1.239
C 2.364 -1.593 -1.673
O 1.115 -1.672 -1.731
C 2.949 -0.269 -2.177
C 4.269 0.138 -2.017
C 4.623 1.397 -2.480
C 3.668 2.204 -3.077
C 2.375 1.710 -3.196
N 2.054 0.508 -2.758
C 1.173 2.505 -3.731
O 1.346 3.690 -4.000
O 0.113 1.840 -3.793
H 4.974 -0.513 -1.522
H 5.639 1.749 -2.373
H 3.890 3.196 -3.440
I -5.171 -1.141 -3.561
C -3.587 -1.822 -4.766
C -3.805 -2.548 -5.918
C -2.727 -2.983 -6.656
I -3.102 -4.053 -8.455
C -1.410 -2.695 -6.267
C -0.246 -3.127 -6.935
C 0.986 -2.773 -6.455
C 1.068 -1.959 -5.316
N 0.009 -1.545 -4.673
C -1.208 -1.904 -5.096
C -2.320 -1.458 -4.286
O -2.165 -0.798 -3.224
H -4.813 -2.769 -6.237
H -0.339 -3.743 -7.820
H 1.887 -3.120 -6.939
H 2.028 -1.655 -4.918
C -1.316 4.770 4.610
C -1.340 4.159 3.196
C -2.213 2.902 3.237
C -1.993 5.191 2.269
C 0.130 3.869 2.730
O 0.936 5.018 3.005
C 0.770 2.668 3.468
C 0.639 1.291 2.806
C 0.896 0.184 3.790
C -0.138 -0.655 4.183
C 0.094 -1.723 5.031
C 1.375 -1.944 5.504
Cl 1.683 -3.296 6.543
C 2.417 -1.103 5.152
C 2.170 -0.044 4.298
C 0.333 3.784 1.193
N -0.379 2.809 0.425
C 0.142 1.826 -0.320
N -0.808 1.207 -0.974
C -1.928 1.862 -0.614
N -1.700 2.840 0.225
H -2.335 4.851 4.982
H -0.889 5.772 4.593
H -0.757 4.156 5.316
H -3.219 3.181 3.543
H -1.836 2.172 3.947
H -2.288 2.447 2.255
H -2.920 5.547 2.714
H -2.227 4.745 1.307
H -1.333 6.045 2.130
H 1.036 5.103 3.959
H 0.351 2.604 4.474
H 1.837 2.892 3.574
H 1.365 1.207 1.996
H -0.355 1.146 2.390
H -1.128 -0.500 3.785
H -0.709 -2.387 5.307
H 3.411 -1.287 5.529
H 2.988 0.600 4.011
H 1.399 3.609 1.037
H 0.103 4.776 0.799
H 1.184 1.582 -0.360
H -2.904 1.592 -0.961
C 1.670 -2.242 1.562
N 0.655 -3.126 1.045
C 1.165 -4.395 0.581
C -0.576 -2.706 0.760
S -1.112 -1.180 1.108
N -1.450 -3.690 0.236
C -2.236 -4.321 1.283
C -2.269 -3.190 -0.853
H 1.934 -2.521 2.587
H 1.284 -1.226 1.559
H 2.556 -2.305 0.926
H 1.839 -4.219 -0.263
H 0.344 -5.034 0.269
H 1.730 -4.873 1.384
H -1.567 -4.772 2.014
H -2.860 -5.095 0.838
H -2.891 -3.605 1.799
H -1.620 -2.656 -1.548
H -3.058 -2.511 -0.511
H -2.730 -4.041 -1.356
*
```



# 2
Computed, not measured: a structure of composition C37H41FN3O2Tc, with ωB97M-V with the def2-TZVPD basis set.

Output
- Kohn-Sham gap (spin up / spin down) (eV) = 5.8 / 6.7
- highest occupied orbital energy (spin up / spin down) (eV) = -11.478 / -11.566
- max |F| (eV/Å) = 0.46

ORCA input file:
```
! wB97M-V def2-TZVPD RIJCOSX def2/J DEFGRID3
* xyz 1 4
Tc 0.528 -0.257 -0.554
C 2.150 2.224 -2.053
C 3.124 2.568 -0.933
C 4.361 1.668 -0.999
C 2.499 2.666 0.452
C 2.403 3.928 1.029
C 1.948 4.095 2.326
C 1.607 2.992 3.090
C 1.666 1.710 2.557
C 1.275 0.526 3.421
C -0.137 0.661 3.996
C 2.296 0.333 4.546
C 2.083 1.576 1.225
N 2.030 0.274 0.631
C 3.027 -0.621 1.052
O 4.031 -0.306 1.631
C 2.654 -2.035 0.750
C 3.290 -3.167 1.223
C 2.676 -4.395 0.999
C 1.439 -4.452 0.363
C 0.888 -3.265 -0.079
N 1.517 -2.111 0.079
C -0.474 -3.079 -0.664
O -1.240 -3.982 -0.876
N -0.729 -1.728 -0.904
C -2.003 -1.409 -1.484
C -3.088 -1.169 -0.637
C -4.314 -0.888 -1.224
C -4.449 -0.841 -2.602
C -3.355 -1.079 -3.416
C -2.102 -1.367 -2.882
C -0.979 -1.652 -3.877
C -0.625 -3.138 -3.974
C 0.291 -0.807 -3.752
C -2.965 -1.242 0.870
C -3.642 -0.061 1.565
C -3.525 -2.572 1.385
H 2.635 2.321 -3.025
H 1.246 2.832 -2.036
H 1.830 1.167 -2.000
H 3.467 3.585 -1.140
H 4.093 0.614 -1.103
H 4.986 1.770 -0.114
H 4.957 1.932 -1.873
H 2.713 4.792 0.455
H 1.883 5.088 2.750
H 1.284 3.130 4.113
H 1.277 -0.375 2.800
H -0.222 1.536 4.640
H -0.372 -0.214 4.604
H -0.898 0.740 3.217
H 2.265 1.179 5.234
H 3.310 0.252 4.157
H 2.064 -0.567 5.116
H 4.219 -3.067 1.767
H 3.140 -5.303 1.359
H 0.895 -5.375 0.223
H -5.176 -0.704 -0.598
H -5.412 -0.622 -3.043
H -3.471 -1.046 -4.492
H -1.410 -1.366 -4.840
H -0.004 -3.464 -3.139
H -0.066 -3.324 -4.891
H -1.519 -3.760 -3.980
H 0.819 -0.979 -2.800
H 0.106 0.260 -3.867
H 1.009 -1.105 -4.518
H -1.900 -1.207 1.128
H -4.726 -0.098 1.450
H -3.294 0.893 1.169
H -3.433 -0.089 2.636
H -4.602 -2.620 1.213
H -3.353 -2.668 2.457
H -3.070 -3.423 0.878
F -3.200 4.683 -0.610
C -2.413 3.602 -0.583
C -1.760 3.278 0.590
C -0.944 2.159 0.600
C -0.767 1.358 -0.536
C -1.476 1.721 -1.695
C -2.289 2.838 -1.731
H -1.891 3.890 1.471
H -0.438 1.921 1.525
H -1.418 1.120 -2.593
H -2.830 3.117 -2.624
*
```



# 3
Computed, not measured: a structure of composition C37H41FN9OPbS4, with ωB97M-V with the def2-TZVPD basis set.

Output
- Kohn-Sham gap (spin up / spin down) (eV) = 6.3 / 4.9
- highest occupied orbital energy (spin up / spin down) (eV) = -4.156 / -2.841
- max |F| (eV/Å) = 1.08

ORCA input file:
```
! wB97M-V def2-TZVPD RIJCOSX def2/J DEFGRID3
* xyz -1 1
Pb -0.306 -1.336 -0.291
N 1.402 -2.261 3.873
C 1.246 -2.315 2.524
S -0.220 -2.999 1.924
N 2.307 -1.929 1.825
N 2.091 -1.863 0.520
C 3.090 -1.824 -0.279
C 2.860 -1.905 -1.719
C 3.941 -2.015 -2.600
C 3.700 -2.247 -3.940
C 2.389 -2.366 -4.381
C 1.374 -2.209 -3.451
N 1.593 -1.972 -2.162
H 0.559 -2.347 4.412
H 2.108 -1.622 4.203
H 4.110 -1.816 0.104
H 4.949 -1.938 -2.212
H 4.526 -2.349 -4.635
H 2.164 -2.586 -5.416
H 0.329 -2.295 -3.733
S -1.324 2.332 0.211
C -2.927 1.758 0.125
N -3.869 2.459 -0.618
C -5.266 2.119 -0.500
C -5.441 0.619 -0.426
N -4.649 0.108 0.680
C -5.174 -1.039 1.406
C -5.125 -2.384 0.714
C -6.016 -2.712 -0.304
C -5.951 -3.948 -0.932
C -5.016 -4.889 -0.520
C -4.143 -4.580 0.514
C -4.193 -3.332 1.120
C -3.351 0.571 0.832
S -2.256 -0.209 1.891
C -3.528 3.592 -1.458
C -3.865 3.344 -2.913
C -4.621 4.236 -3.665
C -4.961 3.941 -4.982
C -4.554 2.744 -5.553
C -3.800 1.845 -4.804
C -3.452 2.147 -3.496
H -5.804 2.508 -1.366
H -5.691 2.579 0.405
H -5.139 0.156 -1.369
H -6.492 0.393 -0.233
H -6.217 -0.798 1.639
H -4.610 -1.107 2.331
H -6.760 -1.991 -0.629
H -6.634 -4.179 -1.741
H -4.946 -5.846 -1.025
H -3.403 -5.303 0.840
H -3.488 -3.087 1.908
H -2.457 3.738 -1.344
H -4.038 4.492 -1.092
H -4.956 5.165 -3.214
H -5.565 4.637 -5.553
H -4.838 2.503 -6.571
H -3.502 0.891 -5.224
H -2.877 1.438 -2.912
C -0.948 0.233 -6.023
N -0.508 1.141 -4.973
C -0.590 2.568 -5.246
C -0.529 0.721 -3.712
N -0.570 0.369 -2.610
H -0.310 0.362 -6.899
H -1.987 0.424 -6.307
H -0.872 -0.793 -5.673
H -0.058 2.780 -6.174
H -0.115 3.122 -4.439
H -1.628 2.902 -5.341
S -1.635 -3.112 -1.942
C -2.882 -2.114 -2.410
N -3.759 -1.464 -2.804
C 1.448 1.557 2.996
O 0.806 0.705 2.076
H 1.138 1.353 4.029
H 1.260 2.615 2.783
H 2.520 1.373 2.913
H -0.130 0.965 1.972
F 6.300 4.833 -2.261
C 5.248 4.060 -1.923
C 5.161 2.779 -2.443
C 4.076 1.996 -2.113
C 3.054 2.464 -1.240
C 1.973 1.662 -0.878
C 3.200 3.788 -0.739
C 4.280 4.575 -1.076
H 5.944 2.413 -3.095
H 3.992 0.992 -2.515
H 1.868 0.658 -1.267
H 1.201 2.009 -0.201
H 2.435 4.173 -0.074
H 4.386 5.582 -0.693
*
```



# 4
Computed, not measured: a structure of composition C37H41N6STi, with ωB97M-V with the def2-TZVPD basis set.

Output
- Kohn-Sham gap (spin up / spin down) (eV) = 4.5 / 6.6
- highest occupied orbital energy (spin up / spin down) (eV) = -4.977 / -6.862
- max |F| (eV/Å) = 3.14

ORCA input file:
```
! wB97M-V def2-TZVPD RIJCOSX def2/J DEFGRID3
* xyz 0 2
Ti 0.564 -0.651 -0.047
N 4.183 -1.443 -1.853
C 4.738 -0.817 -0.762
C 6.047 -0.623 -0.358
C 6.238 0.007 0.864
C 5.170 0.430 1.651
C 3.858 0.261 1.242
C 3.650 -0.368 0.020
N 2.477 -0.716 -0.591
C 2.809 -1.411 -1.696
C 1.825 -2.117 -2.422
C 1.912 -2.850 -3.605
S 0.383 -3.584 -3.961
C -0.254 -2.858 -2.521
N 0.577 -2.136 -1.850
H 4.694 -1.906 -2.584
H 6.882 -0.947 -0.962
H 7.244 0.161 1.220
H 5.380 0.906 2.598
H 3.005 0.565 1.833
H 2.760 -3.010 -4.235
H -1.285 -2.998 -2.252
C -4.876 -3.197 0.421
C -4.294 -1.905 1.004
C -3.889 -0.971 -0.110
C -4.944 -0.325 -0.742
C -4.753 0.568 -1.775
C -3.462 0.836 -2.179
C -2.377 0.202 -1.594
C -1.018 0.554 -2.135
C -0.883 0.245 -3.628
C -2.565 -0.719 -0.538
N -1.427 -1.252 0.066
C -1.351 -2.458 0.565
C -0.195 -2.855 1.268
C 0.076 -3.993 2.050
C 1.366 -3.837 2.535
C 1.843 -2.627 2.025
N 0.907 -2.030 1.286
H -5.185 -3.879 1.209
H -4.155 -3.707 -0.216
H -5.745 -2.959 -0.187
H -3.463 -2.124 1.674
H -5.076 -1.417 1.593
H -5.950 -0.530 -0.399
H -5.596 1.048 -2.250
H -3.290 1.558 -2.962
H -0.225 0.021 -1.577
H -0.878 1.625 -1.971
H -1.134 -0.793 -3.844
H 0.136 0.427 -3.969
H -1.549 0.872 -4.216
H -2.143 -3.196 0.415
H -0.598 -4.802 2.255
H 1.898 -4.505 3.184
H 2.817 -2.182 2.153
C 0.382 3.926 -2.362
C 0.816 3.444 -0.969
C 1.962 2.446 -1.135
C -0.320 3.027 -0.037
C -1.403 3.886 0.056
C -2.296 3.841 1.109
C -1.991 3.040 2.198
C -0.949 2.140 2.155
C -0.490 1.500 3.451
C 0.933 1.985 3.755
C -0.525 -0.027 3.468
C -0.213 1.966 0.932
N 0.497 0.869 0.727
H 1.229 4.416 -2.841
H -0.428 4.646 -2.315
H 0.064 3.100 -2.993
H 1.253 4.325 -0.470
H 1.642 1.555 -1.684
H 2.350 2.137 -0.167
H 2.768 2.922 -1.694
H -1.551 4.646 -0.698
H -3.150 4.501 1.124
H -2.562 3.143 3.110
H -1.146 1.865 4.252
H 1.581 1.708 2.926
H 1.307 1.527 4.670
H 0.949 3.067 3.872
H 0.237 -0.413 2.789
H -1.500 -0.393 3.152
H -0.323 -0.382 4.477
*
```



# 5
Computed, not measured: a structure of composition C37H42BI2N3O8Y, with ωB97M-V with the def2-TZVPD basis set.

Output
- Kohn-Sham gap (spin up / spin down) (eV) = 4.9 / 6.1
- highest occupied orbital energy (spin up / spin down) (eV) = -7.324 / -8.273
- max |F| (eV/Å) = 4.51

ORCA input file:
```
! wB97M-V def2-TZVPD RIJCOSX def2/J DEFGRID3
* xyz 1 1
Y -4.231 18.169 8.169
C -2.479 18.829 10.879
O -2.372 18.392 9.525
C -1.056 18.537 8.946
C -1.100 17.782 7.577
O -2.347 17.939 6.881
C -2.450 17.295 5.582
C -3.465 16.242 5.790
O -4.623 16.936 6.271
C -5.746 16.654 5.373
H -1.868 19.716 11.035
H -3.541 18.976 11.159
H -2.120 18.036 11.517
H -0.863 19.636 8.786
H -0.285 18.166 9.672
H -0.337 18.197 6.868
H -0.878 16.700 7.770
H -2.872 18.095 4.969
H -1.441 17.029 5.209
H -3.736 15.660 4.907
H -3.158 15.521 6.532
H -6.252 15.799 5.679
H -6.408 17.464 5.423
H -5.353 16.543 4.352
I -7.754 19.871 5.776
C -5.793 20.314 4.974
C -5.739 20.722 3.607
C -4.767 21.584 3.147
I -5.168 22.937 1.658
C -3.581 21.706 3.927
C -2.400 22.016 3.312
C -1.199 21.885 4.016
C -1.174 21.696 5.405
N -2.403 21.494 6.052
C -3.544 21.192 5.226
C -4.682 20.503 5.777
O -4.516 20.004 7.072
H -6.487 20.293 2.950
H -2.473 22.299 2.271
H -0.238 21.913 3.583
H -0.308 22.033 5.986
O -8.578 13.081 9.653
C -7.371 12.702 9.009
C -6.380 13.777 9.233
C -4.990 13.617 9.212
C -4.267 14.794 9.052
N -4.751 16.031 9.197
C -6.060 16.135 9.733
C -6.931 15.078 9.521
C -6.501 17.446 10.123
C -7.776 17.547 10.666
C -8.300 18.796 11.024
C -9.639 18.786 11.765
O -10.257 17.544 11.465
C -7.565 19.893 10.671
C -6.277 19.739 10.144
N -5.672 18.547 9.977
H -9.240 12.411 9.469
H -7.583 12.550 7.904
H -6.961 11.804 9.483
H -4.508 12.594 9.287
H -3.161 14.739 8.913
H -8.013 15.225 9.523
H -8.342 16.605 10.964
H -10.294 19.660 11.504
H -9.466 18.860 12.877
H -11.183 17.543 11.711
H -7.886 20.904 10.909
H -5.627 20.601 9.949
C -1.211 26.556 12.116
C -0.807 25.128 11.884
C 0.426 25.027 10.966
C -0.589 24.386 13.233
C -1.847 24.312 11.106
C -3.211 24.652 11.014
C -3.981 24.174 9.924
C -3.391 23.311 9.022
O -3.818 22.688 7.863
B -2.701 21.908 7.392
O -1.813 21.749 8.431
C -2.114 22.742 9.360
C -1.405 23.173 10.364
H -0.313 27.102 12.553
H -1.975 26.580 12.861
H -1.526 27.006 11.145
H 1.276 25.713 11.284
H 0.173 25.159 9.915
H 0.850 24.009 10.965
H -0.312 25.114 13.965
H 0.137 23.597 13.190
H -1.464 23.872 13.601
H -3.707 25.246 11.804
H -4.992 24.471 9.861
H -0.430 22.722 10.545
*
```



Energy above the lowest of the compared OMol25 structures with the same formula, charge and spin values (in kJ/mol) by entry order: 108.11; 0.00; 85.32; 155.45; 165.31.